H4O2 | wB97M-V/def2-TZVPD

Calculated values
- SMILES = O.O
- LUMO level (Eh) = 0.0255
- ΔE to the lowest compared entry with this formula, charge and spin (eV) = 0.135
- gap between HOMO and LUMO (hartree) = 0.4305

ORCA input file:
```
! RIJCOSX wB97M-V def2-TZVPD def2/J DEFGRID3
* xyz 0 1
O 0.00 -1.32 -0.55
H -0.62 -1.63 0.07
H -0.35 -1.78 -1.35
O 0.02 1.49 0.54
H 0.26 0.70 0.00
H 0.59 1.34 1.33
*
```

C29H57CeCl3N2O3PSi | wB97M-V/def2-TZVPD

Calculated values
- LUMO level (alpha / beta) (Eh) = 0.0135 / 0.0135
- <S²> = 0.751
- ΔE to the lowest compared entry with this formula, charge and spin (eV) = 0.000
- gap between HOMO and LUMO (alpha / beta) (hartree) = 0.3030 / 0.3030

ORCA input file:
```
! RIJCOSX wB97M-V def2-TZVPD def2/J DEFGRID3
* xyz 0 2
C 2.12 7.06 -2.83
C 2.82 6.74 -4.12
H 2.85 7.23 -2.04
H 1.46 6.25 -2.51
H 1.54 7.99 -2.93
C 3.73 7.63 -4.57
C 4.17 8.84 -3.80
H 4.16 7.55 -5.56
H 4.53 8.59 -2.79
H 3.40 9.62 -3.70
H 5.00 9.31 -4.34
Ce 0.44 2.08 -2.07
Cl -1.70 1.73 -0.71
Cl -0.70 2.69 -4.34
C 0.11 -0.53 -3.87
O 0.69 -0.14 -2.81
N 0.70 -1.24 -4.83
C 2.09 -1.69 -4.67
C 0.12 -1.26 -6.17
H -0.94 -0.26 -4.06
H 2.20 -2.21 -3.71
H 2.79 -0.85 -4.72
H 2.31 -2.38 -5.49
H -0.97 -1.35 -6.09
H 0.52 -2.10 -6.73
H 0.35 -0.33 -6.72
H 2.77 2.45 3.53
H 3.35 3.54 0.18
C 3.47 1.85 2.93
C 3.99 2.79 0.68
N 3.15 1.92 1.50
H 3.40 0.80 3.27
C 2.08 1.30 1.01
O 1.72 1.35 -0.19
H 4.52 2.22 -0.09
H 1.50 0.71 1.74
H 4.48 2.22 3.07
H 4.69 3.29 1.34
O 2.36 4.28 -4.16
C 2.33 5.52 -4.89
C 4.35 5.40 -6.45
C 2.97 5.37 -6.27
H 5.02 5.59 -5.61
C 4.88 5.23 -7.75
H 1.26 5.73 -5.03
C 2.11 5.23 -7.35
H 5.97 5.23 -7.88
C 4.02 5.10 -8.84
C 2.63 5.11 -8.64
H 1.03 5.26 -7.16
H 4.43 5.00 -9.84
H 1.95 5.04 -9.48
Si 3.33 2.87 -4.22
Cl 2.21 4.22 -1.45
C 5.17 3.14 -4.50
C 2.59 2.04 -5.75
C 3.31 1.62 -2.82
H 5.44 3.35 -5.54
H 5.70 2.21 -4.23
H 5.56 3.94 -3.87
H 4.31 1.18 -2.73
H 2.60 0.78 -2.96
H 3.12 2.07 -1.83
H 2.85 2.62 -6.65
H 1.49 2.05 -5.67
H 2.93 1.01 -5.90
C 0.27 -3.62 -0.89
C -0.96 -3.55 0.03
C -1.46 -4.93 0.44
P -0.70 -2.30 1.40
C -2.32 -2.40 2.35
C -2.30 -3.27 3.60
C -2.75 -0.95 2.66
C 0.67 -2.94 2.49
C 0.75 -4.43 2.78
C 2.02 -2.44 1.96
H 1.14 -4.05 -0.39
H 0.54 -2.62 -1.28
H 0.03 -4.26 -1.75
H -1.77 -3.05 -0.54
H -0.70 -5.50 0.98
H -2.37 -4.88 1.05
H -1.71 -5.48 -0.47
H -3.03 -2.82 1.62
H -1.50 -2.98 4.29
H -3.26 -3.14 4.12
H -2.21 -4.34 3.37
H -2.69 -0.32 1.76
H -3.78 -0.95 3.03
H -2.10 -0.51 3.43
H 0.47 -2.42 3.44
H 1.07 -5.01 1.90
H 1.51 -4.59 3.56
H -0.18 -4.85 3.17
H 1.97 -1.39 1.62
H 2.78 -2.50 2.76
H 2.38 -3.05 1.12
*
```